Record 1
{"formula": "C6H12O", "method": "wB97M-V/def2-TZVPD", "relative_energy_kj_mol": 45.4, "smiles": "C[C@H]1CO[C@@H](C)C1", "total_charge": 0, "gap_ha": 0.387, "total_energy_ev": -8463.88327, "symbols": ["H", "H", "H", "H", "H", "H", "C", "C", "C", "H", "H", "O", "C", "C", "H", "H", "H", "C", "H"], "positions_angstrom": [[2.798, 1.184, 0.224], [1.893, 1.087, -1.308], [3.172, -0.092, -0.966], [-0.959, -2.302, -0.532], [-2.974, 0.172, -0.517], [0.344, 0.404, 1.917], [0.213, 0.377, 0.833], [-2.174, 0.682, 0.025], [1.337, -0.403, 0.140], [-1.469, -0.930, 1.268], [1.828, -1.073, 0.862], [0.733, -1.192, -0.874], [2.370, 0.498, -0.515], [-0.671, -1.258, -0.722], [0.202, 1.412, 0.470], [-1.125, -0.945, -1.670], [-2.619, 1.213, 0.879], [-1.094, -0.323, 0.436], [-1.745, 1.445, -0.637]], "lowdin_charge": [0.082, 0.088, 0.079, 0.121, 0.074, 0.119, -0.110, -0.079, -0.393, 0.133, 0.142, -0.108, -0.048, -0.164, 0.112, 0.119, 0.080, -0.329, 0.081]}

---

Record 2
{"formula": "C3H5NO2", "method": "wB97M-V/def2-TZVPD", "relative_energy_kj_mol": 319.5, "smiles": "N#C[C@H](O)CO", "total_charge": 0, "gap_ha": 0.369, "total_energy_ev": -8774.38381, "symbols": ["H", "H", "H", "O", "C", "N", "C", "C", "H", "O", "H"], "positions_angstrom": [[-0.571, 0.060, 1.294], [1.274, 1.017, 0.099], [-0.073, 2.202, 0.531], [1.828, -0.031, 0.349], [0.795, -0.824, -0.081], [-2.579, -0.659, -1.125], [-1.636, -0.387, -0.513], [-0.433, 0.012, 0.214], [0.871, -1.206, -1.117], [0.064, 1.526, -0.169], [0.459, -1.709, 0.519]], "lowdin_charge": [0.152, 0.125, 0.126, -0.146, -0.319, 0.178, -0.151, -0.195, 0.134, -0.042, 0.139]}

---

Record 3
{"formula": "C24H48Br2NiO12S5", "method": "wB97M-V/def2-TZVPD", "relative_energy_kj_mol": 0.0, "multiplicity": 3, "s_squared": 2.00, "total_charge": 0, "gap_ha": [0.274, 0.272], "total_energy_ev": -285536.92043, "symbols": ["O", "C", "O", "C", "H", "H", "C", "C", "H", "H", "Br", "H", "H", "C", "O", "H", "H", "C", "S", "H", "H", "H", "O", "H", "H", "H", "H", "C", "S", "C", "H", "H", "H", "H", "H", "C", "O", "C", "C", "O", "H", "C", "H", "H", "H", "O", "H", "H", "H", "O", "H", "H", "H", "H", "Ni", "C", "H", "C", "H", "H", "H", "C", "H", "H", "C", "Br", "H", "S", "O", "O", "H", "C", "H", "S", "O", "C", "C", "C", "O", "C", "H", "H", "C", "H", "H", "C", "S", "C", "H", "H", "H", "H"], "positions_angstrom": [[-2.321, -6.784, 0.761], [1.530, 0.583, -4.153], [2.743, -0.220, 0.666], [-1.385, 4.701, 1.092], [-4.513, 3.713, 0.068], [-2.634, -4.557, -0.720], [2.130, 2.429, 5.232], [-1.635, -1.506, -4.077], [-3.383, -2.393, -4.994], [-2.023, 0.393, 0.925], [-0.765, -1.995, -5.778], [2.428, 3.457, -4.375], [-3.032, 5.771, 0.265], [-3.443, 3.668, 0.264], [2.167, 1.907, -1.248], [2.539, -4.026, -1.757], [2.942, -0.221, -2.816], [3.514, 2.019, 4.724], [2.952, 2.095, -2.448], [-2.797, 4.063, -1.816], [4.467, -2.117, -1.124], [1.870, 1.725, 6.018], [4.307, -1.889, 1.711], [1.402, 3.860, -3.081], [0.722, 1.691, 3.661], [0.846, -4.299, 0.085], [-1.612, -1.303, 1.256], [-2.589, 3.396, -0.979], [2.247, 3.092, 2.708], [3.433, -2.289, -0.819], [-2.608, -4.302, 3.273], [-1.024, -1.766, -0.747], [3.290, -4.386, -0.259], [0.616, -2.816, -0.479], [-4.828, -5.467, 1.425], [1.860, 2.996, -3.560], [-0.126, 0.111, 1.559], [-3.094, -5.106, 2.723], [2.967, 0.623, -3.500], [0.207, -0.261, -1.301], [-4.321, -3.256, 0.057], [-4.293, -4.634, 1.877], [-3.305, -5.981, 3.330], [-1.382, -2.261, -3.348], [2.250, -3.487, 1.982], [4.276, 2.655, -2.372], [-1.108, 4.081, 1.940], [-2.575, 2.358, -1.302], [4.269, 3.779, 3.627], [2.090, 4.530, 2.598], [1.163, -2.052, 1.859], [0.199, 2.254, -4.809], [-3.329, 2.822, 0.947], [-3.601, -2.684, 1.473], [1.027, 0.982, 0.143], [-0.988, -0.660, -0.683], [3.726, 0.707, -4.267], [0.869, 1.949, -4.002], [4.464, 2.338, 2.668], [2.905, -1.694, -1.571], [-1.298, -0.493, -3.903], [-1.221, -0.366, 0.830], [-4.946, -4.166, 2.618], [4.276, 1.949, 5.499], [-3.146, -1.537, -4.369], [-3.981, -1.718, -2.554], [0.962, -0.197, -3.646], [-1.920, -5.524, 1.405], [-0.095, 2.736, -0.165], [-0.333, 4.851, -1.443], [3.419, 0.954, 4.470], [3.866, 2.779, 3.464], [0.137, 1.922, -3.180], [3.212, -1.568, 0.855], [2.029, 2.200, 1.585], [1.852, -2.713, 1.328], [1.142, 2.627, 4.041], [1.419, -3.366, 0.029], [-0.558, -5.349, 1.849], [-2.894, 4.937, 0.951], [2.120, 3.444, 5.644], [-1.545, -3.544, 0.322], [2.687, -3.619, -0.756], [-1.853, -0.370, -1.297], [1.494, 0.250, -5.193], [-2.446, -4.151, 0.267], [-0.898, 3.901, -0.500], [-3.748, -3.612, 0.914], [-3.663, -0.663, -4.746], [-3.402, 4.973, 1.911], [-0.831, 5.639, 1.100], [0.462, 3.461, 4.140]], "lowdin_charge": [-0.347, -0.206, -0.339, -0.187, 0.116, 0.099, -0.200, -0.665, 0.037, 0.081, 0.624, 0.112, 0.119, -0.217, -0.328, 0.119, 0.071, -0.221, 0.735, 0.102, 0.108, 0.114, -0.304, 0.092, 0.098, 0.100, 0.078, -0.193, 0.725, -0.200, 0.108, 0.050, 0.121, 0.092, 0.118, -0.219, -0.323, -0.211, -0.158, -0.313, 0.073, -0.230, 0.107, 0.042, 0.108, -0.299, 0.100, 0.101, 0.104, -0.326, 0.093, 0.120, 0.112, 0.109, 0.599, -0.380, 0.107, -0.228, 0.111, 0.072, 0.039, -0.347, 0.115, 0.118, -0.609, 0.629, 0.064, 0.695, -0.341, -0.308, 0.123, -0.192, 0.100, 0.724, -0.336, -0.172, -0.189, -0.228, -0.340, -0.201, 0.113, 0.055, -0.211, 0.033, 0.090, -0.189, 0.748, -0.226, 0.047, 0.117, 0.104, 0.094]}

---

Record 4
{"formula": "C44H45BrIIrN6O5S", "method": "wB97M-V/def2-TZVPD", "relative_energy_kj_mol": 152.3, "multiplicity": 2, "s_squared": 0.79, "total_charge": 3, "gap_ha": [0.171, 0.140], "total_energy_ev": -157327.26443, "symbols": ["H", "C", "H", "O", "C", "H", "N", "H", "H", "H", "C", "H", "H", "C", "C", "C", "C", "H", "Br", "C", "H", "H", "O", "C", "C", "C", "C", "H", "H", "C", "H", "C", "H", "N", "C", "C", "C", "C", "C", "H", "I", "H", "C", "S", "H", "H", "H", "H", "C", "H", "N", "N", "Ir", "C", "C", "C", "C", "C", "H", "H", "C", "C", "H", "C", "O", "C", "H", "H", "H", "H", "C", "C", "H", "H", "C", "H", "H", "H", "H", "C", "H", "H", "N", "O", "C", "H", "H", "H", "C", "C", "H", "H", "H", "H", "C", "C", "C", "C", "O", "C", "H", "N", "C", "C"], "positions_angstrom": [[3.092, -1.751, 2.666], [3.014, -2.138, -3.415], [-1.558, -4.839, 1.381], [0.247, -0.807, 0.215], [0.753, -3.523, 1.202], [-3.819, 0.799, -1.022], [1.935, 0.420, 1.724], [1.402, 0.639, 2.561], [-1.398, 6.466, -1.773], [2.890, -0.576, 3.986], [0.728, -1.441, -3.173], [4.502, -0.588, -3.332], [3.741, -2.924, -3.575], [1.663, -2.450, -3.368], [2.354, -4.493, 2.228], [-3.183, 5.636, -2.652], [-3.758, 3.376, -2.051], [3.905, 2.461, 1.990], [-4.457, -4.491, 0.873], [-2.570, 3.274, -1.277], [-1.605, 1.169, -5.155], [4.498, -0.969, 3.392], [0.483, 1.995, -1.652], [-2.056, -1.260, 0.122], [2.525, 0.198, -3.106], [-2.958, -3.370, 0.678], [3.153, -5.180, 3.143], [4.960, 1.485, 2.969], [2.732, -5.567, 4.060], [-3.687, 1.518, 1.066], [-4.420, 2.524, -2.132], [-0.770, 2.724, -6.384], [4.220, 0.785, 0.094], [-2.522, -1.180, 4.169], [-0.766, -1.721, 0.389], [1.092, 3.934, -5.433], [-1.923, 0.558, 2.638], [0.057, 2.169, -4.213], [-0.580, -3.016, 0.842], [2.115, 2.326, 1.076], [-0.179, 4.331, 0.199], [0.383, -1.137, 3.611], [-0.225, -0.497, 4.257], [-0.075, 1.091, -2.825], [3.362, 1.881, 3.585], [1.839, -3.056, -0.561], [-3.416, 6.545, -3.191], [-6.929, -0.404, 0.968], [-1.614, -0.385, 3.717], [1.720, 3.326, -3.471], [1.001, -4.179, 2.294], [1.645, 1.468, 0.782], [-0.373, 1.793, 0.172], [-3.370, 0.778, 2.359], [-4.305, -0.286, 2.843], [-3.059, 1.044, -0.280], [3.392, 0.317, 2.069], [3.446, -0.820, -3.278], [0.248, 0.481, 4.360], [6.065, -5.034, 1.403], [-1.701, -3.835, 1.008], [1.174, -0.132, -3.052], [-0.272, -0.975, 5.233], [-3.829, -1.170, 3.732], [-0.993, 1.229, 2.114], [4.483, -5.353, 2.822], [-4.765, 1.570, 0.936], [0.929, -0.893, 0.934], [-3.336, 2.540, 1.209], [1.334, -3.473, -3.492], [-5.774, -0.204, 2.540], [1.032, 3.159, -4.289], [1.843, 4.708, -5.519], [-6.180, 0.725, 2.959], [4.245, -4.173, 0.707], [-4.463, -1.927, 4.173], [-4.153, -1.717, -0.028], [3.711, -0.911, 0.315], [2.095, 1.198, -0.095], [-4.042, 4.538, -2.729], [5.185, -0.306, 1.063], [-4.938, 4.601, -3.330], [1.862, -3.338, 0.406], [-5.993, -0.241, 1.130], [0.200, 3.712, -6.478], [4.664, -3.805, -0.221], [0.264, 4.316, -7.373], [2.852, 1.228, -3.032], [3.463, -0.815, 3.087], [-2.028, 5.590, -1.860], [-3.538, 1.536, 3.163], [-0.330, -1.672, -3.126], [-1.460, 2.558, -7.200], [5.131, -5.890, 3.501], [2.905, -3.998, 1.040], [3.917, 1.613, 2.683], [-1.744, 4.432, -1.192], [5.019, -4.861, 1.620], [-2.035, 0.055, -0.307], [-3.162, -2.068, 0.225], [-6.274, -1.038, 3.037], [-2.192, 2.163, -0.638], [4.160, -0.046, 0.804], [-0.853, 1.945, -5.239]], "lowdin_charge": [0.078, -0.033, 0.129, -0.031, -0.298, 0.165, -0.048, 0.088, 0.126, 0.090, -0.073, 0.125, 0.126, -0.051, -0.230, 0.013, 0.047, 0.078, 0.834, -0.324, 0.118, 0.109, -0.702, -0.187, -0.058, -0.665, 0.003, 0.108, 0.122, -0.017, 0.129, -0.039, 0.082, 0.199, -0.191, -0.036, -0.211, -0.393, -0.064, 0.085, 1.399, 0.079, 0.006, 1.124, 0.097, 0.141, 0.137, 0.116, -0.226, 0.109, 0.202, -0.080, 1.135, -0.143, -0.127, -0.246, -0.593, -0.037, 0.087, 0.112, -0.031, -0.389, 0.108, -0.034, -0.113, -0.063, 0.125, 0.090, 0.129, 0.126, -0.163, -0.068, 0.124, 0.145, -0.027, 0.139, 0.113, 0.076, 0.091, -0.011, 0.108, 0.134, 0.169, -0.065, -0.028, 0.107, 0.126, 0.115, -0.007, -0.084, 0.222, 0.120, 0.125, 0.113, -0.214, -0.024, -0.515, -0.068, -0.104, -0.038, 0.138, -0.096, -0.022, -0.071]}

---

Question: Which formula does entry 4 have?
Answer: C44H45BrIIrN6O5S